<A>
18
Properties=species:S:1:pos:R:3:nbo_charge:R:1 method="wB97M-V/def2-TZVPD" gap_ev=8.59 homo_ev=-8.1 e_lumo_ev=0.50
H -0.6635 -2.7914 -1.9852 0.3809
H -2.0390 1.3253 2.9765 0.4694
H -1.4747 -1.3458 -1.9342 0.3698
N -0.6215 0.4652 0.3541 -0.7844
H -1.7417 2.5568 0.8020 0.1564
H 2.3189 1.1066 0.1187 0.2197
O 0.2569 2.9100 1.0857 -0.5503
H -1.5173 0.1770 -0.0293 0.3815
O 2.5342 -0.7106 -0.8898 -0.4000
H 2.1220 -2.5837 -1.7172 0.2003
C -0.7331 2.2052 1.0954 0.6368
C 1.7982 0.2406 -0.2728 0.0621
C 0.4818 -0.1260 -0.2797 0.0187
C 1.6837 -1.6501 -1.3799 0.0278
O -1.0809 1.2143 2.7873 -0.9339
C 0.3911 -1.2847 -1.1348 0.0500
H -0.9148 0.2280 1.8615 0.5176
N -0.8002 -1.9367 -1.4584 -0.8223

***

<B>
18
Properties=species:S:1:pos:R:3:nbo_charge:R:1 method="wB97M-V/def2-TZVPD" smiles="CC#C[N+](=O)[O-].C=[N+](C)[O-]" gap_ev=8.42 homo_ev=-9.0 e_lumo_ev=-0.57
H 0.0914 1.3215 -1.1173 0.2361
H -0.3614 2.7829 0.1340 0.2233
C 1.6951 -1.6841 -1.5607 -0.7133
H 1.6034 -1.7480 -2.7473 0.2544
H 2.2037 -2.6684 -1.1005 0.2558
C 0.4345 -1.6290 -0.8832 0.1264
C -0.3329 1.6988 -0.1584 -0.4794
O 1.5617 0.6613 0.7460 -0.5285
O -2.4008 -0.3387 -0.4106 -0.3877
H 2.1342 -0.7386 -1.3274 0.2740
C -0.6990 -1.6765 -0.5406 -0.0087
N 0.4458 1.1655 0.9787 0.1369
H 0.5429 1.5154 2.9675 0.1988
C -0.0510 1.5083 2.1053 -0.2210
H -1.0034 1.9547 2.1760 0.1890
H -1.4373 1.4061 -0.0969 0.2498
O -2.4402 -2.1076 0.8520 -0.3165
N -1.9866 -1.4237 -0.0165 0.5104

***

<C>
18
Properties=species:S:1:pos:R:3:nbo_charge:R:1 method="wB97M-V/def2-TZVPD" smiles="O=c1cc[nH]c(=O)[nH]1.CO" gap_ev=10.22 homo_ev=-10.0 e_lumo_ev=0.25
H -0.7863 0.8415 0.6194 0.4260
N 2.2422 0.9070 -0.2912 -0.6339
H -1.3507 -1.0499 -0.4360 0.4691
C 2.6773 -0.4017 -0.1735 0.6350
O 0.6904 2.6101 -0.0603 -0.6062
C 1.6678 -1.3331 0.2641 -0.3569
H 2.8846 1.5806 -0.6861 0.4316
O -2.3258 -0.8784 -0.7704 -0.7274
C 0.4415 -0.9014 0.4915 0.0254
H -3.7914 0.4994 -0.7512 0.1947
O 3.8002 -0.7083 -0.4615 -0.5655
H -2.3036 0.9799 0.1800 0.1371
H 1.9253 -2.3932 0.2548 0.2517
C -2.9771 0.1422 -0.0913 -0.2364
N 0.1274 0.4482 0.3806 -0.6191
H -3.5521 -0.2307 0.7534 0.1665
C 1.0017 1.4336 -0.0200 0.7857
H -0.3713 -1.5457 0.7978 0.2226

***

The least stable of them is <B>.

***

<A>
64
Properties=species:S:1:pos:R:3:nbo_charge:R:1 method="wB97M-V/def2-TZVPD" smiles="Nc1ccc2c(c1)C(=O)N(N=C=O)C2=O.c1ccncc1.c1ccncc1.c1ccncc1.c1ccncc1" gap_ev=8.67 homo_ev=-9.3 e_lumo_ev=-0.63
H 4.6587 -1.6750 2.6710 0.2279
C -7.3451 2.3539 -3.1065 -0.2600
H -1.0950 0.0022 -1.8414 0.2732
H -7.6568 3.3824 -3.2292 0.2217
H -1.3054 0.0539 3.4762 0.2187
C 3.0566 6.3598 1.1429 -0.2656
H 2.3350 3.2068 0.1655 0.2481
C 5.5492 -5.1130 4.0012 0.0338
C 0.9418 -0.6956 -1.8525 -0.1466
H 1.5577 5.5539 -0.1699 0.2143
H -0.2118 -3.7993 -3.8096 0.2200
C 3.2773 -1.2728 -1.6706 0.6703
H -2.6374 -2.6220 -2.4780 0.3784
C -8.0014 1.3233 -3.7583 -0.1658
C -4.2836 0.8272 2.0810 -0.2635
C 2.3961 5.3370 0.4811 -0.1698
C 2.8238 4.0322 0.6646 -0.2674
C -2.0592 0.2499 2.7252 -0.2544
C 5.0027 -2.9372 4.3779 0.0348
H 2.2501 -3.5791 -3.2212 0.2371
H -8.0498 -0.8090 -4.0585 0.2204
H 5.7960 -6.0753 4.4367 0.1924
C -0.8101 -1.9378 -2.9006 0.1654
N -2.2155 -2.0362 -3.1973 -0.8274
N -5.8356 0.7894 -2.0881 -0.4262
H -2.3478 -2.4582 -4.1117 0.3684
H -5.7260 2.8084 -1.7598 0.1943
H 4.8170 -2.1616 5.1131 0.1939
H 5.1116 -3.5254 1.0600 0.2203
C 5.1677 -3.6967 2.1290 -0.1725
C 5.4926 -4.9483 2.6257 -0.2618
H 5.6971 -5.7781 1.9625 0.2199
H 4.6735 6.7952 2.4989 0.1887
C 2.2591 -1.5100 1.0881 0.8783
H -4.5638 0.8912 -0.0574 0.2226
O 1.4340 1.4992 -0.8649 -0.4906
H -6.1077 -1.1887 -2.5416 0.1921
C -7.5641 0.0231 -3.5668 -0.2614
O 1.3111 -2.1710 1.2418 -0.4352
H 2.7516 7.3914 1.0260 0.2157
H -5.3048 1.0936 2.3185 0.2187
C -3.3548 0.5872 3.0805 -0.1709
H -3.6372 0.6620 4.1237 0.2156
C 1.5129 -2.8206 -2.9435 -0.1959
C 4.9158 -2.6669 3.0204 -0.2742
C -1.7497 0.1694 1.3770 0.0325
N 5.3120 -4.1348 4.8773 -0.4142
C -6.4836 -0.1877 -2.7248 0.0388
H -8.8433 1.5306 -4.4073 0.2176
N 3.0934 -0.6637 0.7103 -0.4288
C 0.1375 -2.9191 -3.2556 -0.2256
C 4.1240 6.0284 1.9629 0.0266
O 4.3805 -1.5838 -1.9906 -0.4761
N 4.5522 4.7797 2.1561 -0.4201
H -0.7469 -0.0887 1.0509 0.1822
C -3.8723 0.7167 0.7608 0.0287
C -6.2727 2.0344 -2.2885 0.0341
C 1.7294 0.3591 -1.0585 0.6902
C 3.9004 3.8100 1.5100 0.0310
N 2.9232 -0.3153 -0.6558 -0.3831
C -0.4070 -0.7834 -2.1746 -0.1825
C 1.9057 -1.6968 -2.2191 -0.0869
N -2.6281 0.3946 0.3973 -0.4326
H 4.2693 2.8052 1.6878 0.1926

***

<B>
64
Properties=species:S:1:pos:R:3:nbo_charge:R:1 method="wB97M-V/def2-TZVPD" smiles="Nc1ccc2c(c1)C(=O)N(N=C=O)C2=O.c1ccncc1.c1ccncc1.c1ccncc1.c1ccncc1" gap_ev=7.48 homo_ev=-9.3 e_lumo_ev=-1.81
H 1.5934 2.9083 -2.6744 0.2500
H -2.8793 -3.9516 -3.0567 0.2609
H 3.9444 -2.8910 -3.1175 0.2259
O -0.4195 -2.2302 -4.9997 -0.4904
C -2.7657 -3.0546 -2.3144 -0.1695
H -6.9341 3.5734 6.5142 0.2181
C -3.6872 -2.8565 -0.9361 -0.2360
C 3.2849 -4.9076 -3.5252 -0.1679
H -4.6997 0.2271 5.0172 0.1936
H -2.1467 0.4919 0.4908 0.2999
C 4.8714 -6.5827 -2.9295 0.0318
C 5.4028 -4.3749 -2.5717 0.0327
C -5.9548 1.7795 5.8332 -0.2634
H 0.4496 1.8523 5.7104 0.2197
C 4.2884 5.2187 -4.0619 0.0235
H 0.6476 -0.0046 1.1844 0.1912
C 3.6317 -6.2528 -3.4530 -0.2636
C -5.0877 3.9912 5.4862 -0.2616
H 5.1869 -7.6192 -2.8487 0.1943
H -6.7083 1.1015 6.2179 0.2213
C -2.3595 -0.4258 -0.2035 -0.1716
C 0.6486 0.3955 2.1941 0.0302
C 2.2254 4.9625 -2.8970 -0.1675
N 0.4932 -0.7847 -3.1145 -0.3854
C -1.4519 -0.6445 -1.5522 -0.1259
O 0.0816 1.4936 -1.9843 -0.5113
C -0.5705 1.3799 3.8763 0.0266
C 1.7407 0.9307 4.2433 -0.1674
C -6.0763 3.1557 5.9953 -0.1629
O 1.2051 -2.6174 -0.4248 -0.4575
C -4.8418 1.2939 5.1659 0.0360
H 5.0841 5.8287 -4.4797 0.1906
C -4.0133 3.4119 4.8304 0.0316
H 6.1404 -3.6636 -2.2115 0.1958
H -1.5375 1.7552 4.1995 0.2239
H 3.6020 2.0339 -3.8751 0.1939
N 1.7249 -1.2844 -2.7226 -0.3819
C 0.5316 1.4320 4.7145 -0.2664
H 3.1492 6.8745 -3.2954 0.2163
H -5.1525 5.0677 5.5969 0.2230
H 2.9526 -7.0254 -3.7954 0.2208
C 3.2140 5.7980 -3.4061 -0.2676
C -0.2035 0.1984 -2.2002 0.6628
H -3.2176 4.0219 4.4126 0.1966
H -5.3166 -1.6873 1.2236 0.3809
N -4.3294 -1.3852 1.3782 -0.8485
N -3.8670 2.0798 4.6592 -0.4267
H -4.5071 -3.6617 -0.6924 0.2401
N 4.4347 3.8866 -4.2330 -0.4188
C 4.1850 -3.9472 -3.0758 -0.2747
N 5.7668 -5.6732 -2.4872 -0.4127
H -3.8673 -1.9860 2.1247 0.3895
C 1.6276 -2.0888 -1.6068 0.8480
H 2.6261 0.9530 4.8720 0.2157
N -0.5397 0.8731 2.6247 -0.4379
C 1.8040 0.4004 2.9591 -0.2555
H 2.7307 0.0010 2.5630 0.2206
C 2.3469 3.5863 -3.0591 -0.2677
C 3.4599 3.1007 -3.7264 0.0284
C -3.5161 -1.5842 0.0969 0.1772
C -1.6237 -1.9098 -2.5837 -0.1492
H 1.3676 5.3802 -2.3780 0.2144
C -0.4905 -1.7337 -3.7623 0.6630
H 2.3210 -4.6104 -3.9282 0.2209

***

The least stable of them is <B>.

***

<A>
27
Properties=species:S:1:pos:R:3:nbo_charge:R:1 method="wB97M-V/def2-TZVPD" smiles=Cc1c[nH]cn1.Cc1ccccc1 gap_ev=9.33 homo_ev=-8.5 e_lumo_ev=0.80
H 0.2305 2.4260 -0.5765 0.2009
C -1.3900 0.4586 2.2724 -0.0155
C 1.1500 -1.4707 -2.2377 0.0955
C 1.2506 -0.3275 -3.0067 -0.1084
H 0.6721 -0.1575 -3.8992 0.2193
C -0.3005 -0.0931 1.5967 -0.1999
C -1.5420 2.1821 0.5635 -0.2175
H -2.9478 1.9366 2.1610 0.2049
H -1.6511 -1.0672 3.8887 0.2211
H -2.1109 2.9649 0.0869 0.2125
H -0.7717 -2.1583 -2.7203 0.2171
C 0.4058 0.7250 0.7140 -0.2146
H 0.4330 -3.4741 -2.3179 0.2227
C -2.0668 1.5506 1.6787 -0.2196
H -2.8464 0.3051 3.8139 0.2134
C 2.8853 -0.3716 -1.5075 0.1524
H -0.2769 -2.7229 -1.0958 0.2336
C -0.2672 1.8060 0.1649 -0.2161
N 2.3720 0.3071 -2.6027 -0.5289
C -1.8164 -0.0255 3.6219 -0.6372
H -1.3348 0.5185 4.4463 0.2213
H 3.7829 0.0358 -1.0810 0.1988
H 1.3466 0.4001 0.3048 0.2251
H 2.6436 1.2659 -2.7686 0.4123
C 0.0660 -2.4743 -2.1044 -0.6441
N 2.1609 -1.4255 -1.2841 -0.4622
H -0.0769 -1.1141 1.8885 0.2131

***

<B>
27
Properties=species:S:1:pos:R:3:nbo_charge:R:1 method="wB97M-V/def2-TZVPD" gap_ev="8.14 / 6.41" homo_ev="-7.7 / -6.4" e_lumo_ev="0.40 / -0.01"
C -1.3618 -0.9968 -0.8853 -0.4073
C -1.0301 -1.7816 0.3773 -0.2208
H -3.5613 1.7265 -0.0271 0.2037
C 1.2162 0.7677 0.4349 0.0569
N 0.1051 1.4829 0.8691 -0.5190
C 3.4452 -0.5122 -0.4096 -0.1847
C 1.2386 -0.7242 0.5119 0.1574
H 0.2477 2.1745 1.7105 0.4007
H -1.7574 1.2719 1.5798 0.1818
C 2.4135 -1.2947 0.1301 -0.2652
C -1.8047 0.4939 -0.4321 -0.2984
H -1.9247 -1.8769 0.9148 0.1917
H 4.2740 -1.2054 -0.6507 0.2072
H 4.3173 1.3136 -0.9713 0.2187
C -1.1089 1.0446 0.7965 0.1430
H -3.9024 0.2424 -0.9925 0.2305
C -3.2927 0.5807 -0.1049 -0.6143
H -2.1351 -1.4898 -1.4678 0.2151
H 2.6108 -2.2980 0.0751 0.2124
N 0.1516 -1.3250 1.0879 -0.5034
C 2.2454 1.5096 -0.1051 -0.1926
H -0.3983 -0.8403 -1.4605 0.2098
H -3.4001 0.2408 0.9233 0.2162
H -0.6142 -2.9030 0.1678 0.1924
C 3.4349 0.8238 -0.5613 -0.2611
H -1.5192 1.0265 -1.2554 0.2189
H 2.1104 2.5487 -0.2554 0.2102

***

The least stable of them is <B>.

***

<A>
56
Properties=species:S:1:pos:R:3:nbo_charge:R:1 method="wB97M-V/def2-TZVPD" gap_ev=7.89 homo_ev=-7.5 e_lumo_ev=0.38
C -3.4905 -2.6550 2.3070 -0.6210
N 1.3314 3.4449 -1.0337 -0.2821
H 2.6289 -2.7722 1.6293 0.2476
H -1.7427 -3.1958 1.4953 0.1595
O 0.6014 1.1883 -3.8792 -0.6476
H 0.5440 -1.1769 3.1978 0.2313
C -2.7784 2.5312 1.4054 -0.0350
C -2.3465 -2.5490 1.2933 -0.0498
H 0.5845 1.2958 2.4753 0.2239
C -0.0480 -0.3142 -1.4258 -0.2315
H -4.1247 4.0532 0.5438 0.2226
N 2.5390 -0.5393 0.5513 -0.3468
C 0.4408 -4.7193 -0.9719 -0.6401
C 3.3042 0.4702 -1.6072 -0.5544
H -3.1600 -2.5010 0.4709 0.1844
C -3.7984 2.9691 0.4322 -0.6337
H -4.2288 -1.9279 2.4217 0.2174
H 2.3076 -1.1447 3.5290 0.1969
H 4.0653 1.5380 -1.2839 0.2050
C 1.4006 0.8906 1.6004 0.1123
H -4.5483 2.3695 0.7286 0.2074
C 2.7532 0.3584 -0.2128 0.2667
H 2.7818 0.4972 -2.3468 0.1930
H -0.7008 -5.1134 -1.1524 0.2135
C 0.3425 1.7181 -2.6086 0.6322
H 1.6436 3.5023 0.7133 0.1821
H 4.2528 -0.2371 -1.4944 0.2241
C -1.6629 0.7377 0.3572 0.2537
H 1.4237 -3.0231 -1.6148 0.1897
C 1.7481 1.5079 0.2774 -0.3177
H -3.1278 2.6349 2.3347 0.1847
C 1.8837 -2.5635 2.2800 -0.6238
C 0.3809 -3.4281 -1.4336 -0.0591
C 1.6529 2.8026 -0.0661 0.0603
C -1.3895 -0.6077 0.3141 0.2809
H 1.1123 -5.2069 -1.7204 0.2394
C 1.6020 -1.2703 2.8649 -0.1855
C -1.2303 1.5400 -0.7390 -0.2991
H 0.8915 -4.9486 -0.0456 0.2429
O -1.9835 -1.2515 1.5362 -0.5300
H 0.5565 -1.0342 -2.3036 0.1997
H 0.9211 -2.8347 1.3281 0.1939
H 1.5614 3.4493 -3.1172 0.4156
N 1.7207 -0.2539 1.6129 -0.2004
C -0.2321 0.9830 -1.5462 -0.1282
N 1.2105 2.8933 -2.2278 -0.4640
H 1.4922 -3.2930 3.0112 0.2260
H 0.0774 -3.0422 -2.2894 0.2045
H -1.8191 3.2205 1.1213 0.1619
H -1.1467 2.5242 -0.7751 0.2107
H -3.1364 -2.6208 3.3177 0.1928
H -3.5454 2.7383 -0.5113 0.2174
O -0.4486 -2.5239 -0.3700 -0.5197
O -2.3669 1.1010 1.3706 -0.4687
H -4.2663 -3.5954 2.3330 0.1892
C -0.6408 -1.2783 -0.6754 0.2552

***

<B>
56
Properties=species:S:1:pos:R:3:nbo_charge:R:1 method="wB97M-V/def2-TZVPD" smiles="CC(C)C(=O)N(C)CC(=O)N1C[C@H](CNC(=O)c2cnoc2C2CC2)[C@H]2C[C@H]21" gap_ev=9.45 homo_ev=-9.1 e_lumo_ev=0.34
C 1.5315 1.7301 0.8801 0.6749
C -0.4318 -0.4786 -3.0362 -0.2211
H -1.9829 -0.6137 -0.8720 0.2532
H -0.1208 5.8224 3.1366 0.2104
N -1.1095 -1.7246 -3.3428 -0.6125
C -2.9453 -3.2430 -3.5307 -0.2930
C -1.9668 -5.8750 -0.8899 -0.3933
H 0.7570 0.8858 2.7062 0.2256
H 3.3139 5.6140 1.6167 0.2215
H 3.5029 0.7321 2.8382 0.1955
C 1.6532 4.6761 2.6482 -0.3114
C 0.9043 0.8446 -1.3336 -0.2043
H 2.5387 0.5840 4.3287 0.1868
C -3.8370 -3.6791 -4.5517 0.0001
C -0.5782 -0.9445 0.8337 -0.4307
H 3.8654 1.7631 4.2384 0.2517
H -0.1155 4.2098 3.8623 0.2002
C -2.6027 -4.3939 -2.8976 0.3716
H -1.1611 0.3225 -3.1613 0.2332
O -3.2121 -0.9372 -3.0081 -0.6126
N -4.0214 -4.9624 -4.5207 -0.1147
C -0.6104 0.5189 0.4904 -0.0559
O 2.5784 2.1932 0.4701 -0.6191
H -1.3501 -3.7742 -1.2725 0.2394
H 0.2403 2.5219 2.3993 0.2302
H 2.9454 6.3200 3.1889 0.2236
H 1.2403 4.2682 1.7252 0.2055
C -0.9568 -0.4974 -0.5516 -0.2345
H 0.1959 -5.7380 -1.3879 0.2205
H 0.9260 5.4722 4.5183 0.2194
C 0.1365 -0.4548 -1.6225 -0.2337
H 1.9797 0.7753 -1.4859 0.2345
H 0.8062 -1.3125 -1.5010 0.2027
H -0.8432 -6.4799 -2.6948 0.2282
H -1.7953 -5.7566 0.1703 0.2223
H -4.3495 -3.0843 -5.2912 0.2294
H 0.3679 -0.3254 -3.7634 0.2069
H 0.4010 -1.3872 0.9779 0.2167
C 3.0705 1.2820 3.6780 -0.4165
C 2.5040 5.8902 2.2913 -0.5933
C -1.7199 -4.6674 -1.7585 -0.3035
C 0.5130 5.0622 3.5954 -0.5975
H 0.5275 1.6588 -1.9629 0.1938
H -2.8054 -6.5025 -1.1559 0.2329
H -1.3622 -1.3325 1.4700 0.2274
O -3.2340 -5.4266 -3.4713 -0.2960
C -2.4609 -1.8609 -3.2615 0.6764
C 2.5238 3.6291 3.3360 0.7110
C 1.1037 1.8573 2.3462 -0.3149
N 2.1693 2.3127 3.1938 -0.4401
O 3.4779 3.9593 4.0168 -0.6322
C -0.7919 -5.8627 -1.8086 -0.3983
H 1.8852 6.6449 1.8028 0.2006
N 0.6309 1.1156 0.0738 -0.4398
H -1.3546 1.1743 0.9248 0.2189
H -0.5709 -2.5258 -3.6243 0.4037

***

The least stable of them is <A>.